The following is a quantum chemistry calculation of a 9-piece molecular cluster, C18H54O9 overall, from the OMol25 dataset.

The LUMO energy comes out at 0.29 eV. The total energy comes out at -37964.718 eV. The energy above the lowest of the compared OMol25 structures with the same formula, charge and spin comes out at 5.147 eV. The SMILES is CCO.CCO.CCO.CCO.CCO.CCO.CCO.CCO.CCO. The calculation puts the HOMO energy at -9.68 eV. For the HOMO-LUMO gap, the calculation gives 9.97 eV.

Geometry (Å):
1 C -0.541073 2.949946 4.331522
2 C -0.923026 2.543256 2.904838
3 O 0.276484 2.819923 2.065715
4 H -1.370055 2.610713 4.952648
5 H -0.447152 4.031017 4.434285
6 H 0.319399 2.433976 4.757508
7 H -1.811152 2.983667 2.451654
8 H -1.184729 1.487103 2.840452
9 H 0.174783 2.475970 1.175239
10 C -1.570417 5.408920 -1.381129
11 C -0.111410 5.209396 -1.678178
12 O 0.412118 6.197640 -2.502842
13 H -2.057487 4.467747 -1.126093
14 H -2.123810 5.897119 -2.183326
15 H -1.735306 5.915057 -0.429952
16 H 0.055594 4.220716 -2.105648
17 H 0.411716 5.246443 -0.722624
18 H 1.065697 5.838418 -3.107317
19 C 0.927824 -0.771644 3.851499
20 C 1.161475 -1.448581 5.209456
21 O 2.433279 -1.938193 5.099984
22 H 1.747389 -0.061228 3.743247
23 H -0.024172 -0.241415 3.825857
24 H 1.098018 -1.457408 3.021518
25 H 0.399449 -2.187819 5.456292
26 H 0.961989 -0.733791 6.007815
27 H 2.375448 -2.876866 4.907239
28 C 0.655582 -0.554143 -5.053585
29 C 0.604139 0.441748 -6.211827
30 O 1.673717 1.348349 -5.924937
31 H -0.206379 -1.203095 -5.208458
32 H 0.632360 -0.175183 -4.031849
33 H 1.559289 -1.163589 -5.053299
34 H -0.314722 1.017627 -6.101578
35 H 0.651481 -0.008657 -7.203290
36 H 1.465530 2.019081 -6.579443
37 C -2.728838 -2.651615 -2.120552
38 C -3.302517 -3.969143 -1.577239
39 O -4.659293 -4.108371 -1.932299
40 H -1.651623 -2.680955 -1.956661
41 H -3.197463 -1.799693 -1.627877
42 H -2.777523 -2.591937 -3.207822
43 H -3.301343 -3.997934 -0.487613
44 H -2.644300 -4.808526 -1.801452
45 H -5.026176 -4.855283 -1.453640
46 C 3.056311 -3.022318 0.038873
47 C 2.922864 -4.055310 1.165122
48 O 4.146431 -4.364896 1.736291
49 H 3.656740 -3.423590 -0.777570
50 H 3.606981 -2.124036 0.318078
51 H 2.123593 -2.590301 -0.323742
52 H 2.476919 -4.976944 0.791214
53 H 2.342180 -3.574769 1.952518
54 H 3.952360 -4.654995 2.630589
55 C -0.895471 -0.232734 0.222197
56 C 0.260708 0.446938 -0.430305
57 O 0.026793 1.824779 -0.493464
58 H -1.871876 0.057964 -0.165391
59 H -0.898306 -0.196010 1.311576
60 H -0.871934 -1.300108 0.002514
61 H 0.437103 0.005490 -1.411177
62 H 1.118305 0.137849 0.167265
63 H 0.726943 2.186108 -1.041940
64 C 4.135383 1.160210 -1.545037
65 C 3.561438 0.687244 -2.869342
66 O 2.469759 1.537758 -3.182312
67 H 5.061431 0.704929 -1.193957
68 H 3.429039 1.138497 -0.715148
69 H 4.376015 2.191890 -1.801590
70 H 3.179984 -0.318106 -3.047858
71 H 4.374809 0.782292 -3.588715
72 H 2.265934 1.455422 -4.116801
73 C -4.039632 -1.072331 2.210137
74 C -3.780534 -1.473814 3.648259
75 O -5.104319 -1.408583 4.330085
76 H -3.138027 -0.620615 1.796412
77 H -4.883351 -0.401575 2.047944
78 H -3.984162 -2.011974 1.660508
79 H -3.039500 -0.821308 4.110012
80 H -3.260740 -2.431850 3.657988
81 H -5.292967 -0.519968 4.640528

Cartesian forces, eV/Å:
C -1.324 -0.274 -0.301
C 2.268 -0.143 -1.111
O -1.190 -0.011 1.666
H -0.225 0.274 0.289
H 0.146 -0.106 -0.026
H 0.243 0.076 -0.599
H 0.047 0.863 0.397
H 0.399 -0.399 0.267
H -0.405 -0.155 -0.384
C -0.892 -0.174 0.702
C 0.219 -0.868 0.814
O 0.145 1.112 -0.931
H 0.078 -0.387 -0.534
H 0.103 -0.020 0.022
H 0.201 0.756 -0.243
H -0.025 -0.124 -0.143
H 0.227 -0.261 0.161
H -0.036 -0.084 0.164
C -0.042 0.391 0.650
C -2.241 0.961 -1.374
O 1.858 -1.148 1.106
H -0.180 0.342 0.041
H -0.054 -0.057 -0.390
H -0.546 -0.244 0.027
H 0.042 -0.601 -0.369
H 0.964 0.338 0.194
H 0.176 0.018 0.090
C -0.428 -1.038 -0.716
C 0.110 -0.100 2.616
O -0.249 0.245 -1.385
H 0.044 -0.368 0.346
H -0.377 0.727 -0.315
H 0.056 -0.110 -0.470
H -0.319 -0.132 -0.320
H 0.255 -0.110 0.072
H 0.869 0.794 0.169
C 0.162 -1.015 0.163
C 0.241 0.563 0.905
O -0.168 -0.158 -0.810
H 0.069 0.282 0.464
H 0.130 0.039 -0.241
H -0.595 0.026 -0.002
H 0.425 0.581 0.381
H -0.209 -0.285 -0.854
H -0.048 -0.027 -0.015
C 0.811 0.161 -0.087
C -0.910 1.285 -0.518
O 1.413 -0.205 0.359
H -0.314 -0.178 -0.242
H 0.206 -0.119 0.660
H -0.305 -0.654 -0.076
H -0.514 0.088 -0.034
H -0.747 -0.233 -0.074
H 0.349 -0.100 0.002
C -1.013 -1.070 0.128
C -0.047 -1.344 0.185
O 0.280 0.321 -0.177
H 0.046 0.454 0.025
H 0.049 0.468 -0.003
H 0.282 -0.194 -0.063
H -0.117 0.262 -0.342
H 0.552 0.587 0.108
H 0.173 0.363 -0.213
C -0.202 0.101 -0.105
C 0.079 -0.249 -0.502
O 0.020 0.611 0.507
H -0.082 -0.353 -0.359
H -0.145 0.041 -0.099
H 0.003 0.216 0.529
H 0.306 -0.552 0.961
H 0.054 0.243 -0.350
H -0.138 0.063 -0.406
C 1.820 -0.639 -0.518
C -1.375 1.674 0.302
O 1.636 -1.334 -0.110
H 0.056 0.605 0.124
H -0.017 -0.495 -0.008
H -1.282 0.104 -0.518
H -0.326 0.424 0.357
H -0.960 -0.467 0.505
H 0.438 0.126 -0.125

***

The following is a quantum chemistry calculation of C18H55HfO22S4 as an isolated structure, from the OMol25 dataset.

Its total charge is +3. The LUMO energy comes out at -13.93 eV. The total energy comes out at -109203.458 eV. The calculation puts the HOMO energy at -15.27 eV. For the HOMO-LUMO gap, the calculation gives 1.34 eV.

Geometry (Å):
1 Hf 6.555178 2.366009 -1.887193
2 C 1.847298 -0.222261 1.935497
3 C 1.624038 -0.496631 0.425987
4 C 0.152028 -0.347621 -0.048393
5 O 2.540918 0.326539 -0.260433
6 H 1.185848 -0.844251 2.538587
7 H 1.675818 0.833069 2.147567
8 H 2.804178 -0.573441 2.321697
9 H 1.910128 -1.538781 0.283957
10 H -0.212752 0.676019 0.036467
11 H -0.491112 -0.936391 0.605687
12 H 0.068588 -0.696161 -1.077793
13 O -0.153352 -5.284031 -6.873583
14 S -0.239022 -4.404241 -5.717963
15 O 1.020568 -3.761221 -5.402293
16 O -1.391842 -3.218221 -6.057413
17 C -2.721942 -3.618811 -6.445943
18 C -3.726142 -2.759621 -5.592853
19 C -1.086502 -5.141951 -4.239403
20 H -2.846362 -4.691031 -6.294423
21 H -2.742472 -3.347441 -7.501423
22 H -4.761922 -2.932731 -5.884903
23 H -3.419192 -1.713821 -5.579613
24 H -3.493622 -3.103881 -4.585123
25 H -0.413372 -5.527151 -3.473493
26 H -1.817972 -5.845451 -4.637053
27 H -1.665642 -4.382421 -3.714223
28 O 5.337108 -5.445971 1.348337
29 S 5.135358 -6.745611 1.983847
30 O 5.307948 -6.908031 3.411237
31 O 3.702768 -7.409151 1.490227
32 C 2.757428 -8.018271 2.304787
33 C 2.115628 -7.065121 3.335957
34 C 6.249208 -7.848241 1.039997
35 H 3.134168 -8.925561 2.776987
36 H 1.953848 -8.313991 1.630297
37 H 2.095838 -6.035211 2.979597
38 H 2.654488 -6.883451 4.265877
39 H 1.129378 -7.298511 3.737107
40 H 7.253818 -7.854071 1.462857
41 H 6.222558 -7.387051 0.052727
42 H 5.934608 -8.891371 1.008037
43 O -0.448052 6.187289 1.981017
44 S -1.648132 6.567849 2.707677
45 O -1.609982 7.608999 3.767167
46 O -2.830502 7.065009 1.607217
47 C -4.134952 7.415489 2.054487
48 C -4.681142 8.454149 1.020467
49 C -2.406532 5.046389 3.496777
50 H -3.957902 8.031519 2.936117
51 H -4.765762 6.548189 2.249337
52 H -3.820682 8.892499 0.514927
53 H -5.373952 9.156719 1.483607
54 H -5.240942 7.995259 0.205517
55 H -2.914352 5.383859 4.400287
56 H -1.558692 4.424069 3.783127
57 H -3.064312 4.549289 2.783827
58 O -2.603022 4.850599 -6.692883
59 S -2.197732 5.248299 -5.328973
60 O -1.023942 4.635319 -4.739363
61 O -2.029582 6.908229 -5.221883
62 C -2.762972 7.711189 -6.096253
63 C -3.113162 9.107009 -5.489803
64 C -3.663132 5.094729 -4.128313
65 H -3.631722 7.131489 -6.408193
66 H -2.072482 7.847359 -6.928583
67 H -3.307012 9.800979 -6.307693
68 H -2.231852 9.406689 -4.922713
69 H -3.931332 9.045959 -4.772193
70 H -3.955052 4.047809 -4.210933
71 H -4.413962 5.803339 -4.477933
72 H -3.392722 5.423439 -3.124853
73 O 4.433568 5.586949 -0.848813
74 H 4.526938 6.475649 -1.191953
75 H 3.527378 5.541409 -0.543883
76 O 6.162068 2.815699 2.224857
77 H 6.213838 2.182509 2.940827
78 H 6.321638 3.662589 2.641447
79 O 5.971888 -0.791541 -4.482223
80 H 6.602858 -1.399781 -4.867133
81 H 5.117728 -1.178901 -4.673503
82 O 0.164488 -2.204001 7.820077
83 H 0.583008 -1.534401 7.279057
84 H -0.758162 -2.174961 7.566887
85 O 7.706738 0.460389 5.540637
86 H 7.644008 -0.472141 5.747217
87 H 8.551908 0.729579 5.900407
88 O 3.450668 0.556259 7.554317
89 H 4.186838 0.615049 6.945357
90 H 3.404818 1.422149 7.959727
91 C -4.169342 -4.375621 3.339557
92 C -4.571942 -5.554841 4.103647
93 O -4.488152 -6.629181 3.190367
94 C -3.955502 -6.233921 2.077567
95 O -3.655792 -6.971201 1.189417
96 O -3.699112 -4.932541 2.110847
97 H -3.280962 -3.938451 3.795387
98 H -4.984312 -3.659871 3.231627
99 H -5.557732 -5.445561 4.555737
100 H -3.849322 -5.724791 4.901797

Cartesian forces, eV/Å:
Hf -0.341 0.182 0.188
C 1.182 0.046 2.361
C -0.913 3.248 -4.288
C 1.009 -0.025 0.849
O -2.276 -2.663 2.451
H -0.744 -0.151 -0.697
H 0.078 -0.124 -0.219
H 0.346 0.468 -0.468
H 1.031 -0.937 0.376
H 0.186 0.154 -0.195
H 0.073 -0.220 -0.117
H -0.037 0.080 -0.010
O -0.923 0.593 1.778
S -0.247 0.367 -1.403
O -1.638 0.090 0.640
O 2.145 -1.080 0.932
C -0.411 1.063 0.080
C 1.700 -1.080 -0.138
C -0.049 0.529 -0.484
H -0.214 0.088 -0.205
H -0.419 -0.333 -0.093
H 0.170 0.123 0.109
H -0.292 0.015 -0.511
H -0.694 -0.039 0.293
H 0.282 -0.412 -0.677
H 0.421 -0.342 0.146
H 0.164 0.419 -0.416
O -1.045 -1.324 0.949
S 0.848 -0.919 -0.387
O -0.571 0.277 -1.252
O 2.218 1.797 -0.802
C -1.923 0.012 1.870
C 0.545 0.873 0.822
C -0.380 0.221 0.147
H 0.215 0.015 0.037
H 0.209 -0.142 -0.230
H -0.338 -0.041 -0.693
H 0.722 -0.665 -0.022
H -0.167 -0.510 -0.719
H -0.135 0.509 0.123
H 0.192 -0.307 0.013
H -0.428 0.250 0.124
O -1.646 0.508 0.373
S -1.651 1.668 1.765
O 0.221 -2.352 -2.448
O 2.719 -1.932 0.213
C -0.053 2.321 0.174
C -0.114 -1.422 -0.292
C 0.712 1.106 -0.499
H -0.415 -0.442 0.513
H 0.067 0.028 -0.101
H -0.100 0.512 0.463
H 0.429 0.156 0.074
H -0.090 -0.330 0.072
H -0.107 0.038 -0.263
H -0.066 0.017 -0.147
H 0.111 0.085 0.087
O 0.655 1.059 2.872
S -1.108 0.184 -0.572
O -1.074 0.966 -0.422
O 1.043 -2.633 1.621
C -0.721 1.186 -0.887
C 0.765 -1.572 0.076
C 1.128 0.331 -1.225
H -0.180 0.361 -0.411
H -0.415 0.214 -0.533
H -0.117 -0.020 0.233
H 0.021 0.355 -0.140
H -0.170 0.053 -0.244
H -0.170 0.210 0.144
H -0.096 -0.362 -0.304
H 0.465 -0.332 -0.172
O 0.553 -0.797 -0.121
H 0.115 0.375 -0.168
H -0.373 -0.027 0.158
O -0.110 -0.079 -0.851
H 0.144 -0.334 0.299
H 0.052 0.347 0.145
O 0.102 0.697 0.575
H 0.319 -0.197 -0.157
H -0.354 -0.116 -0.112
O 0.076 -0.187 -0.050
H 0.229 0.235 0.009
H -0.282 -0.024 0.071
O -0.294 0.189 -0.343
H -0.012 -0.275 0.113
H 0.236 0.116 0.161
O -0.244 -0.196 -0.233
H 0.282 -0.021 -0.043
H -0.039 0.212 0.246
C 1.033 1.241 -0.517
C -0.257 -0.923 2.083
O -1.357 -1.051 1.507
C 0.851 -0.544 -0.880
O 0.062 0.065 -0.672
O -0.048 1.386 -0.865
H -0.310 0.538 0.006
H 0.256 0.085 -0.525
H -0.054 -0.438 -0.243
H -0.171 -0.341 0.126

***

> Which of these has the lowest LUMO?

C18H55HfO22S4

***

> Among the records above, which one has the lowest LUMO?

C18H55HfO22S4

***

> Number 1 is which compound?

C18H54O9

***

> What is the LUMO in the second record?

-13.93 eV